1.
Computed, not measured: an isolated molecule of C4H8S2Si at a distorted geometry, with ωB97M-V/def2-TZVPD.

Last column: Löwdin charge in e.
CARTESIAN COORDINATES (ANGSTROEM)
C (-1.91412, -0.89041, -1.58707)  0.032
C (-2.21592, -1.05313, -0.34928)  -0.682
C (1.80379, -0.50457, 1.45043)  -0.264
C (0.30226, 1.86060, -0.23222)  -0.245
Si (0.61940, 0.01166, 0.06117)  -0.118
S (0.91711, -1.02821, -1.69425)  0.303
S (-1.23206, -0.79964, 1.01846)  0.672
H (-1.93212, -1.07298, -2.62661)  0.033
H (-3.34869, -1.22221, -0.15485)  0.127
H (2.79089, -0.38050, 1.22748)  -0.027
H (1.60785, 0.00593, 2.39533)  0.026
H (1.82176, -1.60739, 1.76834)  0.068
H (-0.41069, 2.02768, -1.02665)  0.011
H (0.00571, 2.49811, 0.60203)  0.029
H (1.18483, 2.15507, -0.85232)  0.036

Values from the calculation:
LUMO energy (alpha / beta) = -1.545 / -1.542 eV
E_HOMO (alpha / beta) = -8.7 / -8.7 eV
charge = 0
energy above the lowest of the compared OMol25 structures with the same formula, charge and spin = 354.4 kJ/mol

2.
Computed, not measured: a cluster of 9 separate species, C30H69Br12N3 in total at a distorted geometry, with ωB97M-V/def2-TZVPD.

Last column: Löwdin charge in e.
CARTESIAN COORDINATES (ANGSTROEM)
C (16.83241, 7.35278, 14.18053)  -0.094
C (17.55578, 6.78399, 12.97933)  -0.259
N (18.31700, 7.79078, 12.26707)  -0.191
C (19.04810, 7.22085, 11.10816)  -0.245
C (18.17713, 6.53383, 10.05605)  -0.106
C (19.19469, 8.56553, 13.11321)  -0.285
C (19.95459, 9.65554, 12.43671)  -0.089
H (16.29320, 8.23985, 13.89404)  0.018
H (17.48598, 7.50112, 15.05996)  0.083
H (16.15259, 6.55519, 14.41655)  0.072
H (18.25150, 5.92593, 13.21131)  0.136
H (16.77654, 6.40695, 12.29958)  0.098
H (19.58356, 7.97670, 10.45859)  0.109
H (19.91946, 6.61103, 11.47781)  0.129
H (17.27672, 7.08927, 9.75966)  0.036
H (18.80738, 6.30231, 9.20737)  0.071
H (17.83296, 5.57618, 10.42002)  0.058
H (19.89406, 7.89714, 13.62413)  0.122
H (18.59112, 9.00018, 13.93938)  0.080
H (20.44127, 10.38500, 13.08865)  0.048
H (19.24274, 10.20823, 11.80109)  0.050
H (20.68403, 9.26994, 11.74620)  0.066
C (11.53362, 12.14683, 10.93863)  -0.081
C (10.47775, 12.38346, 12.05110)  -0.254
N (9.12901, 12.52978, 11.47649)  -0.181
C (8.11833, 12.06493, 12.42124)  -0.265
C (7.98184, 10.54157, 12.45951)  -0.081
C (8.93520, 13.93255, 11.03508)  -0.257
C (7.89668, 14.07360, 9.86965)  -0.084
H (11.35238, 11.22477, 10.39514)  0.058
H (12.46380, 12.06828, 11.49371)  0.017
H (11.62234, 13.01469, 10.26189)  0.070
H (10.49729, 11.55092, 12.75873)  0.067
H (10.71781, 13.26571, 12.68853)  0.120
H (8.29070, 12.44794, 13.43705)  0.114
H (7.15220, 12.45972, 12.08909)  0.107
H (7.82546, 10.19425, 11.45644)  0.067
H (8.86143, 10.02844, 12.80632)  0.043
H (7.11315, 10.24835, 13.05191)  0.075
H (9.90217, 14.31690, 10.66543)  0.099
H (8.60787, 14.71238, 11.76958)  0.118
H (7.89834, 15.13934, 9.59952)  0.069
H (6.92072, 13.72116, 10.19182)  0.057
H (8.29563, 13.53184, 9.01804)  0.064
C (14.75092, 14.50373, 10.78749)  -0.081
C (14.22484, 14.71375, 12.23996)  -0.196
N (15.33727, 14.78438, 13.23878)  -0.188
C (14.82740, 14.83803, 14.57928)  -0.295
C (14.14121, 13.60100, 15.10055)  -0.104
C (16.41954, 15.73470, 13.01273)  -0.268
C (15.98141, 17.21407, 12.93026)  -0.066
H (15.28387, 13.56727, 10.60849)  0.025
H (15.39541, 15.32199, 10.48462)  0.046
H (13.85608, 14.55474, 10.16833)  0.068
H (13.60541, 15.61100, 12.33311)  0.115
H (13.66500, 13.81477, 12.49203)  0.082
H (15.68618, 15.13326, 15.20560)  0.120
H (14.08627, 15.65637, 14.71588)  0.114
H (13.26678, 13.25846, 14.55087)  0.055
H (14.90841, 12.85217, 15.13755)  0.002
H (13.82368, 13.74092, 16.15255)  0.090
H (16.95650, 15.44149, 12.08091)  0.051
H (17.16093, 15.59363, 13.81681)  0.107
H (16.87407, 17.83008, 12.86066)  0.070
H (15.38098, 17.51917, 13.80434)  0.077
H (15.39911, 17.32250, 12.03055)  0.059
Br (14.23111, 6.67156, 9.94828)  0.651
C (12.88827, 7.33945, 11.18280)  -0.686
C (11.83091, 8.12873, 10.48810)  -0.750
Br (10.63743, 7.07000, 9.41411)  0.632
H (13.43218, 8.01847, 11.83778)  -0.004
H (12.49709, 6.48006, 11.74347)  0.066
H (12.36706, 8.80060, 9.81601)  0.003
H (11.18079, 8.70101, 11.14762)  0.052
Br (14.98712, 9.01110, 17.52960)  0.590
C (13.56583, 10.27902, 16.95371)  -0.681
C (12.38794, 9.43272, 16.60110)  -0.706
Br (11.01092, 10.52604, 15.72812)  0.616
H (13.98876, 10.81864, 16.13676)  -0.055
H (13.44334, 10.98350, 17.76938)  0.065
H (11.94972, 8.97366, 17.50221)  0.070
H (12.68130, 8.70577, 15.87105)  0.024
Br (16.71857, 14.39722, 7.17487)  0.632
C (17.01637, 12.46552, 6.83803)  -0.638
C (17.68049, 11.76852, 8.04455)  -0.733
Br (17.86863, 9.85087, 7.67074)  0.633
H (17.66250, 12.41690, 5.94736)  0.058
H (15.99957, 12.11624, 6.64069)  0.047
H (16.98673, 11.82448, 8.86740)  -0.059
H (18.56807, 12.30115, 8.29158)  0.015
Br (17.30095, 11.17213, 15.78541)  0.711
C (18.41201, 12.29765, 14.66893)  -0.701
C (19.78298, 12.36077, 15.28140)  -0.637
Br (21.03683, 13.27226, 14.01750)  0.603
H (17.97889, 13.27274, 14.50908)  0.047
H (18.57682, 11.80514, 13.72194)  -0.020
H (20.22696, 11.38295, 15.31119)  0.029
H (19.91421, 12.89053, 16.24025)  0.068
Br (18.48682, 13.15858, 11.12192)  0.710
C (19.47029, 14.88176, 10.93770)  -0.643
C (18.78838, 15.87038, 9.97543)  -0.625
Br (20.14294, 17.32336, 9.62251)  0.581
H (20.47486, 14.64643, 10.57266)  0.048
H (19.52369, 15.33421, 11.93258)  0.039
H (17.95515, 16.44018, 10.42012)  0.040
H (18.52395, 15.39613, 9.03728)  -0.028
Br (14.31071, 10.22524, 13.51048)  0.762
C (15.90146, 10.63320, 12.51705)  -0.685
C (15.99527, 9.86263, 11.20837)  -0.682
Br (14.80369, 10.53160, 9.84446)  0.722
H (16.76400, 10.33608, 13.15466)  0.009
H (16.05014, 11.66986, 12.21849)  0.030
H (15.83514, 8.80743, 11.37231)  0.010
H (17.02926, 9.94230, 10.85614)  0.041

Values from the calculation:
LUMO energy = 0.237 eV
E_HOMO = -8.4 eV
charge = 0
energy above the lowest of the compared OMol25 structures with the same formula, charge and spin = 0.0 kJ/mol

3.
Computed, not measured: a structure of composition C30H50MnP4Se at a distorted geometry, with ωB97M-V/def2-TZVPD.

Last column: Mulliken spin population.
CARTESIAN COORDINATES (ANGSTROEM)
Mn (0.73803, -0.63862, 0.17517)  3.529
P (1.64914, -0.08553, 2.45255)  -0.031
P (-0.71699, 2.10568, 0.94679)  -0.090
P (2.44710, 2.04305, -0.61894)  -0.033
H (1.24061, -2.52386, -1.76539)  -0.003
C (1.67513, -1.74189, -1.13175)  -0.339
C (1.92698, -2.12342, 0.30774)  -0.101
H (1.51734, -3.07390, 0.68088)  -0.029
C (0.96399, -1.49550, 3.39809)  0.010
C (1.43506, 1.16580, 3.78306)  -0.015
C (3.46147, -0.39358, 2.68429)  -0.002
C (-1.73359, 2.97805, -0.31845)  -0.022
C (-2.06783, 1.52660, 2.04875)  -0.015
C (-0.15398, 3.60179, 1.87826)  -0.022
C (3.62263, 1.23662, -1.69128)  0.022
C (3.33440, 2.71894, 0.77621)  0.030
C (1.81107, 3.46590, -1.49527)  0.016
H (2.53546, -1.31774, -1.65700)  -0.010
H (2.91765, -1.85946, 0.71781)  0.031
H (1.26017, -2.43074, 2.91854)  0.002
H (-0.13130, -1.45602, 3.39986)  0.001
H (1.33456, -1.48966, 4.43024)  -0.003
H (0.37705, 1.39161, 3.94310)  0.000
H (1.98823, 2.08285, 3.56243)  0.002
H (1.82905, 0.74648, 4.71962)  -0.005
H (3.66178, -1.46939, 2.67259)  0.000
H (3.79332, -0.00280, 3.65522)  0.001
H (4.06896, 0.08489, 1.90904)  0.000
H (-2.13342, 3.89569, 0.13486)  -0.003
H (-2.56393, 2.34132, -0.64374)  0.009
H (-1.13121, 3.23102, -1.19962)  0.001
H (-2.48166, 2.37730, 2.60588)  -0.004
H (-1.67820, 0.78307, 2.75478)  0.003
H (-2.85334, 1.06428, 1.43904)  0.007
H (-1.04619, 4.20253, 2.09612)  -0.003
H (0.54443, 4.20517, 1.28616)  0.001
H (0.32801, 3.32134, 2.81968)  0.002
H (4.44617, 1.95248, -1.84271)  0.000
H (3.18894, 0.98596, -2.66730)  0.003
H (4.02184, 0.32498, -1.23117)  -0.004
H (4.04544, 3.43518, 0.34227)  0.003
H (3.88775, 1.95287, 1.32494)  -0.004
H (2.67799, 3.26120, 1.46465)  -0.001
H (2.67126, 4.14010, -1.60300)  0.001
H (1.02126, 3.98416, -0.94390)  0.000
H (1.44668, 3.18635, -2.48883)  -0.022
C (0.99691, 0.40112, -3.88302)  0.072
C (1.48491, -0.84805, -4.30521)  0.065
C (2.21302, -0.92159, -5.48261)  -0.025
C (2.34615, 0.19993, -6.32001)  0.147
C (1.72953, 1.40860, -5.95923)  -0.028
C (1.05623, 1.52221, -4.75485)  0.091
Se (0.10541, 0.63185, -2.23782)  0.562
H (1.17922, 1.20498, -0.26319)  0.163
H (1.27994, -1.72618, -3.69331)  0.009
H (2.66850, -1.86507, -5.78581)  0.001
H (2.92652, 0.11269, -7.22905)  0.003
H (1.74692, 2.28016, -6.61507)  0.001
H (0.54998, 2.44671, -4.44538)  0.006
C (-1.40982, -3.04951, -1.39338)  0.022
P (-1.45273, -1.70729, -0.15531)  0.052
C (-3.13877, -1.04697, -0.51502)  -0.067
C (-3.28105, 0.05036, -1.37975)  -0.021
C (-4.54469, 0.57907, -1.64854)  0.015
C (-5.69215, -0.03950, -1.15140)  0.001
C (-5.55364, -1.19658, -0.38789)  -0.002
C (-4.29785, -1.71638, -0.09410)  -0.007
C (-1.77151, -2.58301, 1.42649)  0.003
C (-1.15793, -3.81792, 1.67795)  -0.012
C (-1.30610, -4.42911, 2.92255)  0.000
C (-2.07919, -3.82531, 3.92316)  -0.004
C (-2.67371, -2.59149, 3.67420)  0.003
C (-2.55756, -1.98905, 2.42909)  0.000
H (-1.27321, -2.61030, -2.38985)  -0.005
H (-2.35781, -3.59968, -1.37028)  -0.001
H (-0.60444, -3.75885, -1.18660)  0.002
H (-2.39518, 0.49008, -1.85933)  0.037
H (-4.64902, 1.46827, -2.26629)  0.001
H (-6.68748, 0.35818, -1.36167)  0.001
H (-6.42994, -1.72155, -0.01987)  0.000
H (-4.21302, -2.63849, 0.48843)  0.001
H (-0.54881, -4.31340, 0.90751)  0.000
H (-0.82798, -5.39053, 3.11658)  0.000
H (-2.19925, -4.30416, 4.89325)  0.000
H (-3.26628, -2.09539, 4.44017)  0.000
H (-3.09146, -1.06002, 2.22421)  0.001

Values from the calculation:
LUMO energy (alpha / beta) = -11.155 / -11.017 eV
E_HOMO (alpha / beta) = -16.2 / -16.4 eV
charge = +3
energy above the lowest of the compared OMol25 structures with the same formula, charge and spin = 0.0 kJ/mol
spin multiplicity = 5
⟨S²⟩ = 6.414

4.
Computed, not measured: a cluster of 3 separate species, C34H41F17N2O10S in total at a distorted geometry, with ωB97M-V/def2-TZVPD.

Last column: Löwdin charge in e.
CARTESIAN COORDINATES (ANGSTROEM)
O (4.72130, -6.96971, -0.01130)  0.029
C (5.48463, -6.03769, -0.37935)  -0.396
O (6.32390, -5.47112, 0.63114)  0.029
C (5.55861, -5.53282, -1.89652)  -0.066
C (4.83872, -4.09943, -2.11967)  -0.117
C (5.13035, -3.05639, -0.95381)  -0.074
C (4.29313, -2.83619, 0.16093)  -0.056
C (2.91944, -3.68786, 0.21165)  -0.122
C (1.89541, -2.88343, -0.76514)  -0.194
C (0.41879, -3.50894, -0.78676)  -0.191
C (-0.56626, -2.41385, -0.08952)  -0.207
C (-1.86902, -3.19382, 0.45376)  -0.197
C (-1.90591, -3.05894, 2.05847)  -0.251
C (-3.04406, -1.95262, 2.40279)  -0.429
S (-2.15404, -0.29760, 2.44861)  0.922
C (-3.06112, 0.82227, 1.31119)  -0.487
N (-4.09051, 0.50962, 0.38663)  -0.028
N (-4.57913, 1.55038, -0.32239)  0.009
C (-3.83239, 2.70237, 0.15030)  -0.059
O (-2.93566, 2.22600, 1.13636)  -0.069
C (4.60947, -1.77443, 1.32724)  -0.192
O (3.67100, -1.58048, 2.13946)  0.046
C (6.00619, -1.04079, 1.34091)  -0.028
C (6.57192, -0.10215, 2.48943)  -0.104
C (5.76962, -0.15481, 3.86581)  -0.154
F (6.38964, 0.78799, 4.78305)  -0.113
C (6.85252, -1.23232, 0.20444)  -0.014
C (8.28950, -0.50110, 0.06888)  -0.135
O (8.19679, 0.93914, 0.07146)  -0.131
C (7.24283, 1.42487, -0.88761)  -0.218
O (5.94628, 1.72498, -0.34162)  -0.152
C (5.85846, 3.07612, 0.16453)  -0.157
C (4.97143, 2.99157, 1.51989)  -0.220
O (4.02623, 4.07948, 1.63902)  -0.102
C (6.46389, -2.17600, -1.02538)  -0.208
O (7.15576, -2.29108, -2.06366)  0.045
H (5.86716, -5.52452, 1.49782)  0.120
H (6.67723, -5.49779, -2.16522)  0.133
H (5.04303, -6.35497, -2.51443)  0.134
H (5.21461, -3.66690, -3.11928)  0.130
H (3.73436, -4.32647, -2.27907)  0.106
H (2.50594, -3.77919, 1.26593)  0.119
H (3.06883, -4.75525, -0.18272)  0.107
H (2.35015, -2.77104, -1.81770)  0.108
H (1.86913, -1.80947, -0.34603)  0.114
H (0.33078, -4.53459, -0.29372)  0.111
H (0.11556, -3.64126, -1.89030)  0.115
H (-0.84223, -1.57095, -0.82379)  0.120
H (0.02325, -1.92302, 0.75002)  0.085
H (-2.77648, -2.69452, -0.05215)  0.108
H (-1.87195, -4.28128, 0.10755)  0.107
H (-2.12308, -4.07351, 2.53444)  0.111
H (-0.94100, -2.67161, 2.52074)  0.087
H (-3.88716, -1.95945, 1.63572)  0.083
H (-3.49240, -2.23511, 3.41529)  0.084
H (-3.96801, 3.78173, -0.18984)  0.127
H (7.63800, -0.48128, 2.72053)  0.132
H (6.72397, 0.97229, 2.11129)  0.112
H (5.78845, -1.19399, 4.32365)  0.128
H (4.68039, 0.17073, 3.68665)  0.116
H (8.83938, -0.84908, -0.88271)  0.139
H (8.91953, -0.83740, 0.96438)  0.137
H (7.63705, 2.40127, -1.35964)  0.151
H (7.12358, 0.69783, -1.77427)  0.156
H (5.28963, 3.76161, -0.57080)  0.139
H (6.85898, 3.57552, 0.37314)  0.135
H (5.71305, 3.08418, 2.39642)  0.123
H (4.47258, 1.96595, 1.64792)  0.124
H (3.64503, 3.97473, 2.54354)  0.099
F (-5.01467, 7.29563, 2.09786)  0.098
C (-5.14373, 6.50793, 1.01642)  -0.306
F (-5.12986, 7.33587, -0.05963)  0.094
C (-6.43387, 5.68626, 1.04571)  -0.436
F (-7.52762, 6.48291, 1.01602)  0.133
F (-6.48597, 4.94111, -0.10162)  0.095
C (-6.55506, 4.70479, 2.23035)  -0.044
O (-7.33217, 5.15170, 3.34952)  0.036
C (-6.68200, 5.94272, 4.32186)  -0.506
F (-5.35558, 5.94462, 4.09305)  0.135
F (-6.85554, 5.30055, 5.49962)  0.145
C (-7.27343, 7.35245, 4.42298)  -0.277
F (-7.17972, 8.01509, 3.25057)  0.096
F (-6.60424, 8.08895, 5.34288)  0.098
H (-4.26417, 5.86143, 0.94689)  0.158
H (-7.10328, 3.83569, 1.85497)  0.152
H (-5.58673, 4.30280, 2.54007)  0.139
H (-8.32779, 7.31451, 4.70603)  0.176
F (-5.03883, -1.45525, -2.64366)  0.082
C (-5.75684, -0.31591, -2.59140)  -0.326
F (-6.65902, -0.48210, -1.59132)  0.084
C (-6.47236, -0.01433, -3.90838)  -0.431
F (-7.38297, -0.97499, -4.20038)  0.124
F (-7.18589, 1.13774, -3.73439)  0.103
C (-5.56397, 0.20500, -5.13713)  -0.042
O (-5.38688, -0.90951, -6.02317)  0.032
C (-4.37783, -1.84376, -5.70388)  -0.508
F (-3.61894, -1.36753, -4.69998)  0.136
F (-3.56852, -1.90141, -6.78731)  0.141
C (-4.93968, -3.24033, -5.41824)  -0.278
F (-5.80293, -3.22571, -4.38141)  0.098
F (-3.94468, -4.09975, -5.08648)  0.094
H (-5.09256, 0.50282, -2.30574)  0.129
H (-6.07105, 0.95204, -5.75470)  0.148
H (-4.61056, 0.66904, -4.87244)  0.144
H (-5.46605, -3.63553, -6.29005)  0.175

Values from the calculation:
LUMO energy = -1.695 eV
E_HOMO = -9.1 eV
charge = 0

Results for energy: -1243.00637, -32236.85580, -6089.91586, -4277.65357 (in a.u., following the order of the records).